{
  "formula": "C24H15Cl2N4OTi",
  "method": "ωB97M-V/def2-TZVPD",
  "species": ["Ti", "C", "C", "C", "C", "N", "C", "C", "C", "C", "C", "C", "N", "C", "C", "C", "C", "C", "N", "H", "H", "H", "H", "H", "H", "H", "H", "H", "H", "H", "Cl", "C", "C", "C", "Cl", "C", "C", "C", "C", "N", "C", "C", "O", "H", "H", "H", "H"],
  "coordinates": [[-0.20218, -0.22638, -0.19021], [-2.81111, -3.29391, 1.43484], [-3.85284, -3.15752, 0.53513], [-3.92329, -2.02524, -0.25191], [-2.94476, -1.06048, -0.12495], [-1.89930, -1.19761, 0.72848], [-1.85861, -2.30251, 1.48729], [-2.93599, 0.25212, -0.81565], [-3.98646, 0.99138, -1.24493], [-3.78248, 2.37569, -1.49285], [-2.59605, 2.98602, -1.13829], [-1.54373, 2.19188, -0.69450], [-1.69233, 0.82990, -0.74811], [-0.38293, 2.56584, 0.09410], [0.14725, 3.86357, 0.17392], [1.15899, 4.12956, 1.04962], [1.66106, 3.09936, 1.86399], [1.13685, 1.84986, 1.72819], [0.13793, 1.54212, 0.85974], [-2.72150, -4.16321, 2.07071], [-4.60694, -3.92886, 0.44595], [-4.72459, -1.88926, -0.96554], [-1.01078, -2.39088, 2.15390], [-4.97550, 0.55981, -1.32059], [-4.60807, 2.98020, -1.84192], [-2.51543, 4.06504, -1.14013], [-0.26329, 4.64280, -0.45452], [1.56613, 5.13001, 1.12084], [2.44948, 3.27738, 2.58093], [1.51429, 1.02911, 2.32428], [0.61901, -4.73825, -0.14637], [1.71295, -3.41299, -0.21008], [3.06679, -3.61912, 0.12136], [3.96644, -2.60065, 0.05406], [5.62657, -2.89817, 0.44722], [3.55743, -1.30592, -0.33793], [4.41764, -0.19252, -0.49698], [3.91476, 0.99688, -0.92065], [2.52952, 1.11861, -1.15018], [1.69380, 0.12677, -0.99784], [2.19715, -1.10702, -0.62780], [1.25287, -2.18561, -0.60252], [-0.00667, -1.91908, -0.97362], [3.39338, -4.60646, 0.41790], [5.47408, -0.30671, -0.29287], [4.55388, 1.85629, -1.06547], [2.09658, 2.06818, -1.44605]],
  "forces_ev_per_angstrom": [[-0.4, -0.1, 0.9], [0.0, -0.1, 0.1], [-0.2, -0.1, -0.1], [-0.2, 0.0, -0.1], [0.1, 0.5, 0.0], [-0.8, -0.8, -0.1], [0.2, 0.3, 0.0], [0.5, -0.1, 0.3], [-0.4, 0.4, -0.2], [-0.1, -0.1, 0.0], [0.0, 0.1, -0.1], [0.0, -0.4, 0.2], [-0.9, 0.6, 0.0], [-0.2, 0.0, 0.2], [-0.3, -0.1, -0.2], [0.2, 0.1, 0.2], [0.0, 0.2, 0.0], [-0.3, -0.3, -0.2], [0.4, 1.2, 0.1], [0.0, 0.0, 0.0], [0.0, 0.0, 0.0], [0.0, 0.0, 0.0], [0.1, 0.0, 0.0], [0.0, 0.1, 0.0], [0.0, 0.0, 0.0], [0.0, 0.0, 0.0], [0.0, 0.0, 0.0], [0.0, 0.0, 0.0], [0.0, 0.0, 0.0], [0.0, -0.1, 0.0], [0.0, 0.0, 0.0], [0.3, -0.4, 0.2], [-0.2, -0.2, 0.0], [0.2, 0.1, 0.0], [-0.1, 0.0, 0.0], [0.1, 0.1, 0.0], [0.2, -0.3, 0.1], [-0.2, 0.3, -0.1], [0.2, 0.4, -0.1], [0.9, -0.7, -0.2], [0.1, 0.0, -0.2], [-0.2, 0.4, -0.5], [0.9, -0.9, -0.1], [0.0, 0.0, 0.0], [0.0, 0.0, 0.0], [0.0, 0.0, 0.0], [0.0, 0.0, 0.0]],
  "relative_energy_kcal_mol": 0.0,
  "total_energy_ha": -2987.59014,
  "multiplicity": 3,
  "orbital_gap_ev": [5.748, 7.289],
  "s2": 2.030,
  "total_charge": 1,
  "e_homo_ev": [-9.0, -11.1],
  "fmax_ha_per_bohr": 0.0253
}

=====

{
  "formula": "C24H16EuN5O3S2",
  "method": "ωB97M-V/def2-TZVPD",
  "species": ["Eu", "O", "C", "N", "C", "C", "C", "C", "C", "C", "N", "C", "O", "C", "C", "C", "C", "C", "N", "C", "C", "C", "C", "C", "N", "H", "H", "H", "H", "H", "H", "H", "H", "H", "H", "H", "H", "S", "C", "C", "C", "C", "C", "C", "S", "H", "H", "H", "H", "O", "N"],
  "coordinates": [[-0.63479, 0.45469, -0.79328], [2.75478, -2.47340, -1.91837], [1.84233, -1.64290, -1.87138], [1.56119, -0.84239, -0.76822], [2.70033, -0.45011, -0.03317], [3.63372, -1.38336, 0.46123], [4.65146, -0.87126, 1.22267], [4.81811, 0.48276, 1.39840], [3.88509, 1.44174, 0.96044], [2.74883, 0.92703, 0.32584], [1.55396, 1.57838, 0.11914], [1.20635, 2.79098, 0.61489], [1.86916, 3.76980, 0.98183], [-1.02387, 3.00480, 1.73312], [-0.28648, 3.25401, 2.92277], [-0.98445, 3.21965, 4.11943], [-2.36236, 3.14734, 4.13520], [-2.99939, 3.18038, 2.91117], [-2.39025, 2.92285, 1.73848], [0.91928, -1.48591, -3.05822], [1.13023, -2.26392, -4.18327], [0.52144, -1.87713, -5.36478], [-0.05084, -0.57705, -5.40252], [-0.37615, 0.08880, -4.20204], [0.02416, -0.43128, -3.06290], [3.65106, -2.33130, -0.00737], [5.38601, -1.61726, 1.66087], [5.66226, 0.91745, 1.95132], [3.92476, 2.45878, 1.20042], [0.81643, 3.35519, 2.91540], [-0.53679, 3.27500, 5.11948], [-2.86159, 3.16012, 5.11389], [-4.04478, 3.36482, 2.78424], [1.81978, -3.13882, -4.11726], [0.65732, -2.44837, -6.28073], [-0.21353, -0.07231, -6.38295], [-1.04523, 0.96592, -4.20775], [-0.98857, -0.63601, 1.97680], [-2.13753, -1.56319, 1.12614], [-1.94975, -2.96521, 1.15431], [-2.92134, -3.90110, 0.78965], [-4.11244, -3.47200, 0.23210], [-4.22594, -2.10245, -0.06239], [-3.30183, -1.13389, 0.34488], [-3.46552, 0.47211, -0.25291], [-1.07026, -3.38326, 1.63527], [-2.67524, -4.97950, 1.02058], [-4.98074, -4.06673, -0.00455], [-5.01779, -1.69955, -0.69620], [-0.81698, 2.72272, -0.59067], [-0.26365, 2.85439, 0.59097]],
  "forces_ev_per_angstrom": [[0.8, -1.2, 2.3], [-0.2, 0.2, -1.2], [-0.4, 0.0, 3.3], [-0.2, -0.1, -3.2], [-0.5, -0.8, 0.8], [-0.6, 2.2, -1.2], [2.0, -1.4, 0.8], [0.3, 1.8, 0.7], [-0.6, -2.7, -0.3], [0.3, -0.5, 0.4], [-2.6, 2.1, 0.3], [2.8, -1.0, -0.9], [-1.0, -1.0, 0.0], [-0.9, 0.3, 2.2], [0.5, -0.6, 0.2], [0.3, -0.1, 0.6], [0.0, 0.5, 0.4], [0.3, -1.0, -1.4], [1.8, 1.5, 0.0], [-0.6, 0.9, -0.1], [0.2, -0.8, 0.3], [0.2, 2.0, -0.2], [-0.2, -0.3, -0.9], [-0.2, -1.1, -1.5], [1.2, -0.6, 0.9], [-0.2, -1.0, 0.4], [-0.7, 1.2, -0.6], [-0.2, -0.6, -0.1], [0.3, 1.3, 0.3], [-1.0, 0.0, -0.1], [0.4, 0.0, -0.7], [-0.1, 0.1, -0.7], [-0.7, -0.3, 0.3], [-0.8, 0.9, 0.1], [0.0, 0.2, 0.1], [-0.3, -0.6, 0.9], [0.6, -0.4, 0.1], [0.9, 1.8, -0.6], [-1.5, -1.7, -1.4], [-0.6, -0.4, 0.5], [0.6, -1.0, 0.5], [-0.2, 1.3, -0.4], [0.1, -0.1, 0.1], [1.4, -1.3, 0.5], [0.7, 1.0, -0.6], [0.1, 0.4, -0.1], [-0.6, 1.2, -0.4], [0.2, -0.6, -0.1], [-0.1, -0.4, 0.3], [0.1, 0.3, 0.7], [-1.0, 0.4, -1.2]],
  "relative_energy_kcal_mol": 12.3,
  "total_energy_ha": -2930.40956,
  "multiplicity": 8,
  "orbital_gap_ev": [5.319, 4.425],
  "s2": 15.861,
  "total_charge": -1,
  "e_homo_ev": [-3.8, -3.9],
  "fmax_ha_per_bohr": 0.0656
}

=====

{
  "formula": "C24H16N10O5RuS3",
  "method": "ωB97M-V/def2-TZVPD",
  "species": ["Ru", "C", "N", "C", "N", "C", "N", "C", "C", "C", "C", "C", "C", "C", "N", "N", "C", "O", "C", "C", "C", "C", "C", "C", "N", "C", "N", "C", "N", "C", "H", "H", "H", "H", "H", "H", "H", "H", "H", "H", "H", "H", "H", "H", "H", "H", "S", "C", "C", "N", "C", "S", "C", "N", "O", "S", "O", "O", "O"],
  "coordinates": [[1.26136, 2.32082, -2.10423], [2.58525, 0.23200, 2.94231], [1.92923, 1.03627, 1.91929], [1.74622, 0.74808, 0.63641], [1.18060, 1.77764, 0.03219], [1.03534, 2.69675, 1.02703], [1.46737, 2.28577, 2.19295], [2.23794, -1.23622, 2.86666], [3.16756, -2.18038, 3.28445], [2.88062, -3.53631, 3.20423], [1.67959, -3.97197, 2.66927], [0.74891, -3.03088, 2.24611], [1.01537, -1.67315, 2.38033], [-0.48845, -3.44856, 1.58442], [-0.93271, -4.62855, 1.33687], [-2.11642, -4.45674, 0.60881], [-2.27875, -3.18913, 0.48270], [-1.29297, -2.48443, 1.08161], [-3.33123, -2.44412, -0.20986], [-4.31393, -3.11316, -0.93373], [-5.28284, -2.37941, -1.59441], [-5.28100, -0.98962, -1.53061], [-4.30602, -0.32032, -0.80609], [-4.30617, 1.18821, -0.70637], [-3.11185, 1.81697, -1.24598], [-1.89449, 1.96138, -0.71808], [-1.10180, 2.58427, -1.56329], [-1.91180, 2.79652, -2.64765], [-3.13530, 2.35511, -2.49170], [-3.32897, -1.05879, -0.15421], [2.28698, 0.65878, 3.89860], [3.66336, 0.35475, 2.83558], [2.03185, -0.17757, 0.16844], [0.61333, 3.67402, 0.86436], [4.13132, -1.85349, 3.65701], [3.61550, -4.25915, 3.53390], [1.45881, -5.02487, 2.55297], [0.26207, -0.95946, 2.07411], [-4.29967, -4.19452, -0.96870], [-6.04195, -2.88870, -2.17352], [-6.04525, -0.42368, -2.05046], [-4.40944, 1.48806, 0.33717], [-5.13418, 1.60013, -1.27613], [-1.62834, 1.64978, 0.28034], [-1.56518, 3.28857, -3.53934], [-2.54958, -0.55935, 0.40787], [2.97881, 0.71204, -2.00110], [3.98519, 1.44541, -0.76795], [4.79613, 0.55191, 0.01934], [5.36224, -0.19431, 0.69208], [3.94900, 2.76192, -0.48526], [2.90870, 3.85870, -1.33013], [4.80911, 3.29980, 0.54465], [5.47938, 3.72315, 1.37900], [2.39655, 2.13581, -4.29896], [0.97005, 2.35636, -4.58371], [0.59263, 2.40120, -5.96557], [0.22408, 1.28511, -3.78581], [0.63785, 3.63155, -3.80822]],
  "forces_ev_per_angstrom": [[1.5, -0.5, 1.5], [0.1, 0.1, 0.0], [-0.3, -0.1, 0.2], [-0.2, -0.1, 0.2], [-0.2, 0.3, -0.6], [-0.1, 0.0, 0.0], [0.0, -0.1, -0.1], [0.0, 0.0, 0.0], [0.0, 0.0, 0.0], [0.0, 0.0, 0.0], [0.0, 0.0, 0.0], [-0.1, 0.0, 0.0], [0.0, 0.0, 0.0], [0.1, 0.0, 0.1], [-0.2, -0.1, -0.1], [0.2, -0.2, 0.2], [-0.1, 0.0, -0.1], [0.0, 0.3, 0.0], [0.1, 0.0, 0.0], [0.0, 0.0, 0.0], [0.0, 0.0, 0.0], [0.0, 0.0, 0.0], [0.0, 0.0, -0.1], [0.1, -0.1, 0.0], [-0.1, 0.0, -0.1], [0.2, 0.1, 0.2], [-0.1, 0.1, -0.6], [0.0, 0.1, 0.1], [0.1, 0.0, 0.1], [0.0, 0.1, 0.1], [0.0, 0.1, 0.0], [0.0, 0.0, 0.0], [0.0, 0.0, 0.0], [0.0, 0.0, 0.0], [0.0, 0.0, -0.1], [0.0, 0.0, 0.0], [0.0, 0.0, 0.0], [0.1, 0.0, -0.1], [0.0, 0.0, 0.0], [0.0, 0.0, 0.0], [0.0, 0.0, 0.0], [0.0, 0.1, 0.0], [0.0, 0.1, 0.1], [0.0, -0.1, -0.1], [0.0, 0.0, 0.0], [0.0, 0.0, 0.0], [-0.3, 0.5, -0.2], [0.3, -0.8, 0.0], [-0.2, 0.2, -0.2], [0.0, 0.0, 0.0], [0.3, 0.7, 0.2], [-0.6, -0.1, 0.2], [-0.2, -0.1, -0.3], [0.0, 0.0, 0.0], [0.0, 0.2, -0.5], [-0.2, -0.2, -0.5], [-0.2, 0.1, 0.0], [0.1, 0.1, 0.1], [0.0, -0.4, 0.3]],
  "relative_energy_kcal_mol": 50.9,
  "total_energy_ha": -3137.48862,
  "multiplicity": 2,
  "orbital_gap_ev": [6.192, 6.362],
  "s2": 0.761,
  "total_charge": -1,
  "e_homo_ev": [-4.8, -4.9],
  "fmax_ha_per_bohr": 0.0423
}

=====

{
  "formula": "C24H16N4O8S3Sc",
  "method": "ωB97M-V/def2-TZVPD",
  "species": ["Sc", "O", "C", "O", "C", "C", "C", "C", "C", "N", "C", "O", "O", "H", "H", "H", "H", "H", "S", "C", "C", "C", "C", "C", "C", "S", "H", "H", "H", "H", "O", "C", "O", "C", "C", "C", "N", "C", "C", "C", "O", "O", "H", "H", "H", "S", "C", "N", "C", "C", "C", "N", "H", "H", "H", "H"],
  "coordinates": [[-0.38551, -0.11753, -0.32306], [-4.42291, -0.28463, -1.86826], [-3.10881, -0.49353, -1.72786], [-2.38711, 0.33227, -1.14716], [-2.54471, -1.73973, -2.19516], [-3.22181, -2.77023, -2.87216], [-2.53761, -3.92893, -3.15706], [-1.19741, -4.05833, -2.76136], [-0.59751, -2.98173, -2.10996], [-1.24701, -1.85313, -1.83146], [0.78289, -2.93953, -1.56096], [1.66909, -3.84713, -1.97436], [1.08089, -2.09323, -0.74316], [-4.63611, 0.57987, -1.47746], [-4.25261, -2.61813, -3.15076], [-3.02351, -4.74483, -3.67146], [-0.66731, -4.98323, -2.94196], [1.29119, -4.44583, -2.63406], [-1.37781, 1.75567, 1.19084], [-2.11601, 0.82307, 2.47404], [-2.67251, 1.55147, 3.53114], [-3.30491, 0.93297, 4.58754], [-3.40231, -0.45363, 4.61424], [-2.85371, -1.19023, 3.58954], [-2.19991, -0.58563, 2.51184], [-1.53241, -1.67873, 1.31894], [-2.58681, 2.62767, 3.49514], [-3.72211, 1.51857, 5.39534], [-3.89631, -0.95543, 5.43524], [-2.89821, -2.26923, 3.59774], [6.27819, 0.05847, 2.14184], [5.34589, 0.06287, 2.93874], [5.29929, -0.00473, 4.16434], [3.91389, 0.17437, 2.26114], [2.77079, 0.14297, 3.04484], [1.52969, 0.16847, 2.43274], [1.37269, 0.27707, 1.11264], [2.47929, 0.36857, 0.35834], [3.76039, 0.28937, 0.88704], [2.22829, 0.60797, -1.12806], [3.15519, 0.85987, -1.87886], [0.98869, 0.58607, -1.46686], [2.86439, 0.07547, 4.11864], [0.62369, 0.11667, 3.02904], [4.61969, 0.29997, 0.23544], [-1.46231, 2.33337, -3.03306], [0.09489, 2.81237, -2.78616], [0.41289, 3.43807, -1.58626], [1.65269, 3.89397, -1.33366], [2.62239, 3.76447, -2.28466], [2.25109, 3.08787, -3.47296], [1.04849, 2.67157, -3.72116], [-0.31451, 3.44927, -0.87516], [1.82329, 4.36377, -0.37286], [3.63209, 4.10287, -2.12516], [2.97789, 2.91007, -4.25376]],
  "forces_ev_per_angstrom": [[-1.0, -0.2, 1.9], [0.6, -0.5, -0.3], [0.2, 2.9, 1.8], [-1.9, -1.6, -1.4], [1.2, -1.9, -0.5], [0.2, 1.1, 0.5], [0.8, -0.3, 0.1], [-0.5, 0.5, 0.0], [-0.7, 0.1, -0.1], [-1.2, -0.2, -0.5], [0.8, 0.5, 0.9], [-0.1, 0.0, 0.1], [-0.2, -0.8, -0.8], [0.2, -0.1, 0.0], [-0.1, -0.1, 0.0], [0.0, 0.0, 0.0], [0.0, 0.0, 0.0], [0.1, 0.2, 0.1], [0.3, 0.0, -0.4], [-0.1, -0.2, 0.1], [0.0, -0.1, 0.0], [-0.1, -0.1, 0.1], [-0.1, 0.1, 0.2], [0.1, 0.1, -0.1], [-0.2, 0.3, 0.3], [0.3, -0.2, -0.5], [0.0, 0.1, 0.0], [0.0, 0.1, 0.0], [0.0, 0.0, 0.1], [-0.1, -0.1, 0.1], [0.9, 0.0, -0.7], [-1.3, 0.1, -0.6], [0.1, -0.1, 1.1], [0.6, -0.1, 0.3], [-0.2, 0.0, -0.3], [-0.3, 0.0, 0.3], [0.3, -0.3, -0.6], [0.4, 0.1, -0.1], [-0.4, 0.0, -0.2], [2.0, 0.2, 0.6], [-0.3, -0.3, 0.1], [-0.2, 0.2, -1.0], [0.1, 0.0, 0.0], [0.0, 0.0, -0.2], [0.1, 0.1, 0.0], [-0.7, -0.1, -0.2], [-0.4, 0.6, 0.5], [0.1, -0.3, -0.4], [0.5, 0.2, -0.2], [-0.2, -0.1, 0.0], [0.2, 0.4, 0.4], [0.2, -0.3, -0.4], [0.1, 0.0, -0.1], [-0.1, -0.1, 0.0], [0.0, 0.0, 0.1], [0.2, 0.0, 0.0]],
  "relative_energy_kcal_mol": 38.1,
  "total_energy_ha": -3700.73805,
  "multiplicity": 1,
  "orbital_gap_ev": 4.504,
  "total_charge": -1,
  "e_homo_ev": -4.4,
  "fmax_ha_per_bohr": 0.0669
}